Record 1
ORCA calculation (the ωB97M-V functional and the def2-TZVPD basis) on an isolated molecule of C4H4ClNOS.

* orbital gap (alpha / beta): 6.77 / 6.86 eV
* HOMO level (alpha / beta): -8.062 / -8.034 eV
* molar mass: 149.602 g mol⁻¹

```
12
Properties=species:S:1:pos:R:3:forces:R:3:mulliken_charge:R:1
C -0.58323 0.71704 -0.59906 -2.9495 -1.7695 0.2575 0.08
C -1.96323 0.30393 -0.63651 -0.4104 -1.8870 1.7099 -0.59
C 1.36487 0.59737 0.78434 -0.4950 -0.3745 0.5006 -0.30
C 2.56692 -0.24840 0.82505 -3.6771 -1.1955 -1.1989 -0.20
N 0.30120 0.38232 0.22517 1.7322 0.2149 1.9905 0.00
O -4.18930 -0.75050 -0.11183 -1.6325 -0.3242 -0.1097 -0.50
S -2.78732 -0.92121 0.21113 2.6046 1.8303 -0.7719 0.36
Cl 2.31449 -1.79149 -0.22119 0.5489 0.6137 0.3688 -0.24
H -0.15175 1.16071 -1.39427 0.6199 1.9453 -2.9195 0.41
H -2.70583 0.74832 -1.26796 0.1028 0.6467 -0.5253 0.34
H 2.60331 -0.60218 1.81844 1.1861 -0.1598 1.0261 0.31
H 3.22988 0.40409 0.36670 2.3700 0.4596 -0.3282 0.32
```
Positions in Å, forces in eV/Å.

Record 2
ORCA calculation (the ωB97M-V functional and the def2-TZVPD basis) on an isolated molecule of C4H4ClNOS.

* orbital gap: 8.29 eV
* HOMO level: -9.463 eV
* molar mass: 149.602 g mol⁻¹

```
12
Properties=species:S:1:pos:R:3:forces:R:3:mulliken_charge:R:1
C 1.75464 -0.01042 -0.59017 3.8119 2.4571 -1.3054 -0.03
C 1.32982 1.28121 -0.55340 1.9583 0.2458 -0.9294 -0.39
C -0.27135 -0.42898 0.06455 2.3670 -1.6760 -0.1367 0.41
C -1.43214 -1.17946 0.60642 -0.7267 -2.6188 -3.0203 -0.38
N 0.90833 -0.98095 -0.24323 -5.8037 -0.4694 1.7159 -0.48
O -0.56646 2.12134 1.00430 -0.9467 1.2619 2.1435 -0.54
S -0.42069 1.43147 -0.24998 1.8657 -2.1946 -1.3859 0.38
Cl -2.83917 -0.78868 -0.49368 -0.1325 0.0490 -0.2616 -0.20
H 2.82932 -0.38976 -0.85037 -2.0315 1.1798 0.5051 0.33
H 2.00635 2.17086 -0.73016 -1.2062 -1.1611 0.1018 0.33
H -1.86015 -0.89043 1.49717 -0.0345 0.8625 2.3018 0.27
H -1.43851 -2.33619 0.53855 0.8788 2.0637 0.2712 0.28
```
Positions in Å, forces in eV/Å.

Record 3
ORCA calculation (the ωB97M-V functional and the def2-TZVPD basis) on an isolated molecule of C4H4ClOP.

* orbital gap: 7.83 eV
* structure (SMILES): [H]/P=C1\C=C[C@@H](Cl)O1
* HOMO level: -8.789 eV
* molar mass: 134.502 g mol⁻¹

```
11
Properties=species:S:1:pos:R:3:forces:R:3:mulliken_charge:R:1
C -0.63886 -0.88251 0.21188 -0.2814 0.0864 1.6411 -0.38
C 0.33421 -0.27269 0.89921 -1.5778 0.8404 -1.3549 -0.32
C -0.84476 -0.20245 -1.07855 -1.0992 -1.1902 -0.5784 0.00
C 0.83524 0.80621 0.07594 0.5802 0.7915 -1.3229 0.32
O 0.03748 0.88441 -1.10604 -0.2327 -0.9703 0.8581 -0.31
P 2.29118 1.68832 0.28997 -1.2741 -1.2239 0.3759 -0.08
Cl -2.79581 0.11132 -1.43021 1.8312 0.3195 0.7486 -0.27
H -1.22755 -1.66221 0.69535 -0.1637 0.1610 -0.8049 0.37
H 0.41302 -0.27330 1.95298 0.8557 -0.5884 0.7802 0.40
H -0.80595 -0.94232 -1.88703 0.6808 0.8913 -0.3304 0.27
H 2.40178 0.74521 1.37650 0.6810 0.8828 -0.0124 0.00
```
Positions in Å, forces in eV/Å.

Record 4
ORCA calculation (the ωB97M-V functional and the def2-TZVPD basis) on a structure of composition C4H4CuLiO5.

* orbital gap (alpha / beta): 4.19 / 5.04 eV
* 2S+1: 2
* total charge: -1
* HOMO level (alpha / beta): -2.769 / -3.629 eV
* molar mass: 202.558 g mol⁻¹

```
15
Properties=species:S:1:pos:R:3:forces:R:3:mulliken_charge:R:1
O 0.94853 2.21873 0.04310 0.0278 0.2759 -0.0600 -0.76
O 0.38261 0.23535 -0.79055 2.5826 1.6126 0.3416 -0.63
C -1.31926 -1.20101 0.28354 -0.7851 -0.9523 0.9624 -0.91
C -2.71916 -0.67527 0.10975 0.6085 -0.3259 -0.5478 0.06
O -2.80578 0.69344 0.05113 -0.0258 1.3786 -0.0671 -0.73
C 1.25896 1.04646 -0.30347 -3.9788 -0.9557 -1.0527 0.73
H -1.05708 -2.15362 -0.19191 0.1380 0.4376 0.0826 0.34
H -0.85198 -0.99094 1.25416 0.1025 0.0494 -0.5243 0.25
H -3.32529 -1.09968 0.95586 0.0276 0.3114 -0.1103 0.19
H -3.14406 -1.17250 -0.79947 0.0343 0.2172 0.1388 0.20
O 2.91698 -0.68893 -0.19925 0.4519 0.1627 0.1141 -0.91
O 3.60283 1.39133 0.07686 0.4330 -0.2149 0.0039 -0.91
C 2.67338 0.55304 -0.12407 1.1287 -0.4809 0.0852 0.90
Cu -1.34824 2.01663 -0.43195 0.4294 -1.8988 0.7177 0.32
Li 4.78757 -0.17304 0.06629 -1.1748 0.3832 -0.0843 0.87
```
Positions in Å, forces in eV/Å.

Record 5
ORCA calculation (the ωB97M-V functional and the def2-TZVPD basis) on a structure of composition C4H4ErO5.

* orbital gap (alpha / beta): 8.07 / 5.01 eV
* 2S+1: 4
* total charge: +1
* HOMO level (alpha / beta): -14.076 / -13.004 eV
* molar mass: 299.331 g mol⁻¹

```
14
Properties=species:S:1:pos:R:3:forces:R:3:mulliken_charge:R:1
O 1.30693 0.95325 0.38153 -1.1919 -1.9988 -0.2463 -0.35
C 0.86433 0.50956 1.37566 2.2178 3.8942 1.2325 0.72
O 0.66762 0.55852 2.53385 -0.9695 -1.8742 -0.9903 -0.37
O -0.35404 -1.66470 0.68416 -0.6533 -1.1925 -0.3449 -0.19
C -1.77837 -1.41514 0.40328 2.5708 0.8171 -0.4098 -0.25
H -2.10051 -0.73009 1.20561 -0.2478 -0.6978 0.5395 0.36
C -1.90681 -0.66410 -0.91284 -0.3859 -0.2622 -0.1945 -1.08
H -1.29020 0.25146 -0.95339 0.0312 -0.3787 0.2042 0.29
H -1.62671 -1.27901 -1.78148 0.0105 0.1472 0.1629 0.32
H -2.94742 -0.33086 -1.04830 0.2033 -0.1396 0.0205 0.38
C 0.19401 -3.07533 0.67004 1.4137 1.3019 -0.6142 0.78
O -0.67140 -3.99407 0.78828 -0.5050 0.1827 0.1888 -0.62
O 1.39048 -3.19894 0.49333 -1.9311 0.5914 0.4515 -0.39
Er -2.76341 -3.60987 0.67570 -0.5629 -0.3907 0.0001 1.39
```
Positions in Å, forces in eV/Å.

Record 6
ORCA calculation (the ωB97M-V functional and the def2-TZVPD basis) on a structure of composition C4H4EuO2.

* orbital gap (alpha / beta): 7.08 / 8.76 eV
* 2S+1: 9
* total charge: +3
* HOMO level (alpha / beta): -19.951 / -21.368 eV
* molar mass: 236.038 g mol⁻¹

```
11
Properties=species:S:1:pos:R:3:forces:R:3:mulliken_charge:R:1
H 0.67373 1.78596 -2.35974 -0.0906 0.0621 0.0540 0.24
O -0.01652 2.49722 -1.11630 -0.2532 -0.2266 1.4113 -0.14
C -0.43390 1.95899 -0.19158 0.5647 0.4831 -2.3407 0.54
C -0.89083 0.76443 0.50662 -0.8034 0.0898 1.0350 -0.38
C 0.24254 -0.14212 0.90063 0.3471 -0.2842 0.0295 -0.47
C 0.49388 -1.29555 0.34894 0.1874 1.0612 -0.0358 0.55
O 0.82904 -2.28051 -0.19023 -0.0689 -1.1199 -0.0778 -0.43
Eu 1.26161 -4.85093 -0.83480 0.0372 0.1372 0.0606 1.98
H -1.63320 0.29862 -0.16431 0.1659 0.2075 0.0304 0.38
H -1.44816 1.13183 1.38609 0.1028 -0.3310 -0.0962 0.33
H 0.92180 0.13207 1.71469 -0.1889 -0.0793 -0.0703 0.41
```
Positions in Å, forces in eV/Å.

> Look up the molar mass of the sixth one.

236.038 g mol⁻¹